Here is a 3-piece molecular cluster, C7H9I2N2O4 overall from the Open Molecules 2025 dataset. Energies are from wB97M-V/def2-TZVPD.

Last column: Löwdin charge in e.
Geometry (Å):
C1 0.422 0.319 0.405  -0.277
C2 -1.236 1.023 -1.114  -0.852
C3 -0.704 3.858 -1.801  -0.471
C4 0.366 -2.409 -2.157  -0.157
C5 1.129 2.174 1.893  -0.065
C6 1.259 0.882 1.376  -0.171
C7 -0.120 -1.543 -1.008  -0.619
N1 -2.497 1.706 -1.281  0.099
N2 0.699 -0.830 -0.293  -0.038
O1 -1.714 4.217 -2.212  0.181
O2 -0.820 1.103 0.087  0.024
O3 -0.575 0.652 -2.081  0.004
O4 0.334 3.550 -1.441  0.229
I1 3.759 -1.918 -0.097  0.440
I2 -2.408 -1.651 -0.771  0.696
H1 0.811 -1.725 -2.882  0.072
H2 1.081 -3.116 -1.823  0.033
H3 -0.302 -2.926 -2.830  0.047
H4 0.485 3.000 1.563  0.014
H5 1.716 2.573 2.755  0.013
H6 2.068 0.290 1.671  0.048
H7 -3.155 1.826 -0.400  0.152
H8 -3.050 1.367 -2.023  0.051
H9 2.327 -1.416 -0.040  -0.453

HOMO: -0.088 hartree
Relative energy (zero: lowest compared OMol25 entry of this formula, charge and spin): 257.8 kJ/mol
HOMO-LUMO gap: 0.184 Eh
Charge: -1